No. 1
# C27H54MnP2Si

A molecular structure, C27H54MnP2Si (the ωB97M-V functional and the def2-TZVPD basis, the Open Molecules 2025 dataset).

XYZ file:
```
85
Properties=species:S:1:pos:R:3
Mn -0.74 -0.04 -2.43
C -1.90 1.48 -0.40
C -2.52 0.64 -1.42
C -2.09 -0.63 0.48
C -1.70 0.71 0.75
C -2.59 -0.72 -0.83
C -1.83 2.96 -0.48
H -1.52 3.29 -1.48
H -1.11 3.38 0.23
H -2.80 3.43 -0.27
C -1.30 1.20 2.09
H -1.18 2.29 2.11
H -0.34 0.76 2.41
H -2.04 0.95 2.86
C -2.13 -1.73 1.48
H -3.12 -1.79 1.97
H -1.40 -1.59 2.28
H -1.95 -2.71 1.02
C -3.37 -1.85 -1.39
H -4.42 -1.79 -1.07
H -2.97 -2.81 -1.04
H -3.35 -1.87 -2.49
C -3.44 1.17 -2.48
H -4.43 1.37 -2.06
H -3.56 0.45 -3.30
H -3.05 2.10 -2.90
C 1.07 0.64 -2.77
C 0.03 1.57 -3.23
C -0.33 1.64 -4.71
C -1.23 0.47 -5.20
C -1.48 -0.61 -4.16
C -0.38 -1.48 -3.73
C 1.00 -1.34 -4.37
C 1.84 -0.19 -3.77
H 0.58 1.69 -5.34
H -0.79 0.03 -6.12
H -0.87 2.58 -4.89
H 2.23 0.44 -4.59
H 1.61 0.86 -1.84
H -0.08 2.51 -2.68
H 2.73 -0.62 -3.28
H 1.55 -2.29 -4.24
H -0.63 -2.49 -3.37
H 0.91 -1.20 -5.46
H -2.20 0.89 -5.51
H -2.48 -1.05 -4.17
P 2.15 1.81 1.21
C 2.30 2.94 2.66
H 3.23 3.52 2.56
H 2.32 2.36 3.59
H 1.45 3.62 2.67
C 3.93 1.31 1.12
H 4.56 2.17 1.36
H 4.15 0.96 0.10
H 4.12 0.49 1.82
C 2.15 3.10 -0.10
H 2.26 2.65 -1.10
H 2.97 3.82 0.06
H 1.20 3.64 -0.08
P 1.15 -2.57 -0.66
C 0.28 -4.15 -0.99
H 0.99 -4.99 -0.92
H -0.15 -4.12 -2.00
H -0.54 -4.28 -0.27
C 2.80 -2.94 -1.39
H 2.70 -3.13 -2.47
H 3.24 -3.81 -0.89
H 3.45 -2.06 -1.25
C 1.52 -2.76 1.12
H 2.10 -3.68 1.29
H 0.58 -2.81 1.68
H 2.10 -1.89 1.45
C 0.69 -2.53 4.61
Si 1.28 -0.81 4.14
C 0.64 0.46 5.37
C 3.17 -0.77 4.08
H -0.38 -2.66 4.38
H 1.26 -3.31 4.09
H 0.83 -2.65 5.70
H 0.89 1.49 5.08
H 1.11 0.25 6.35
H -0.45 0.38 5.48
H 3.53 -1.13 5.06
H 3.56 -1.45 3.30
H 3.56 0.24 3.91
```

Values from the calculation:
Molar mass   523.70 g/mol
Charge   +2
Gap between HOMO and LUMO (spin up / spin down)   5.04 / 5.09 eV
Highest occupied orbital energy (spin up / spin down)   -13.21 / -13.28 eV
Spin multiplicity   4
LUMO level (spin up / spin down)   -8.2 / -8.2 eV

---

No. 2
# C21H23IN2O2SZr

A molecular structure, C21H23IN2O2SZr (the ωB97M-V functional and the def2-TZVPD basis, the Open Molecules 2025 dataset).

XYZ file:
```
51
Properties=species:S:1:pos:R:3
Zr 1.04 -0.68 0.09
C 1.76 3.42 1.52
C 0.46 3.14 0.85
N -0.23 4.16 0.35
C -1.42 3.94 -0.22
C -2.01 2.70 -0.35
C -3.37 2.54 -0.98
O -3.75 3.78 -1.52
C -1.28 1.59 0.13
C -1.87 0.25 0.04
N -1.22 -0.86 0.03
C -1.95 -2.09 -0.14
C -3.11 -2.15 -0.90
C -3.79 -3.36 -1.03
C -3.30 -4.51 -0.43
C -2.12 -4.47 0.30
C -1.45 -3.26 0.42
I 0.34 -3.23 1.47
C -0.05 1.84 0.74
O 0.71 0.81 1.27
H 2.01 4.47 1.39
H 2.57 2.81 1.11
H 1.70 3.20 2.59
H -1.94 4.82 -0.60
H -4.09 2.21 -0.22
H -3.33 1.77 -1.76
H -4.66 3.74 -1.83
H -2.96 0.21 -0.02
H -3.48 -1.28 -1.42
H -4.69 -3.40 -1.62
H -3.83 -5.44 -0.53
H -1.73 -5.37 0.75
C 2.69 -0.09 -1.64
C 1.45 0.42 -2.07
C 0.60 -0.68 -2.34
C 1.33 -1.87 -2.12
C 2.61 -1.51 -1.68
H 3.55 0.51 -1.39
H 1.19 1.47 -2.18
H -0.42 -0.62 -2.71
H 0.96 -2.88 -2.25
H 3.41 -2.19 -1.42
C 4.60 -0.07 1.24
S 3.27 -1.24 1.55
C 2.86 -0.81 3.25
H 4.26 0.95 1.39
H 4.96 -0.20 0.22
H 5.41 -0.31 1.92
H 3.67 -1.13 3.90
H 1.94 -1.31 3.54
H 2.70 0.27 3.34
```

Values from the calculation:
Molar mass   585.62 g/mol
Charge   +2
ΔE to the lowest compared entry with this formula, charge and spin   0.0 kJ/mol
Gap between HOMO and LUMO   7.43 eV
Highest occupied orbital energy   -14.68 eV
LUMO level   -7.3 eV